Density functional theory data (ωB97M-V with the def2-TZVPD basis set) for a structure of composition CH3BrNO2.

The HOMO energy (spin up / spin down) is -0.132 / -0.132 Ha. The energy comes out at -76711.587 eV. The calculation puts the largest force on an atom at 4.67 eV/Å. Its spin multiplicity is 1. The energy above the lowest of the compared OMol25 structures with the same formula, charge and spin comes out at 34.3 kcal/mol. The value obtained for the LUMO energy (spin up / spin down) is 4.087 / 4.087 eV. The calculation puts the HOMO-LUMO gap (spin up / spin down) at 7.7 / 7.7 eV. The net charge is -1.

Geometry as XYZ:
```
8
Properties=species:S:1:pos:R:3:lowdin_charge:R:1
Br -2.7284 -0.8088 0.0797 -0.303
O -0.0335 0.1912 -0.9171 -0.290
O -0.6766 1.3201 0.8740 -0.194
N -1.0562 0.9683 -0.2673 -0.262
C 0.9428 -0.3182 -0.1126 -0.205
H 1.8401 -0.5254 -0.6788 0.058
H 0.4980 -1.3204 0.3606 0.110
H 1.2138 0.4933 0.6615 0.087
```

Density functional theory data (ωB97M-V with the def2-TZVPD basis set) for a cluster of 2 separate species, CH3BrO2 in total.

The HOMO energy is -0.381 Ha. The energy comes out at -75222.847 eV. The calculation puts the largest force on an atom at 1.90 eV/Å. Its spin multiplicity is 1. The energy above the lowest of the compared OMol25 structures with the same formula, charge and spin comes out at 1.0 kcal/mol. The SMILES is O=CO.Br. The value obtained for the LUMO energy is 0.510 eV. The calculation puts the HOMO-LUMO gap at 10.9 eV.

Geometry as XYZ:
```
7
Properties=species:S:1:pos:R:3:lowdin_charge:R:1
Br -3.0669 -0.0610 1.7265 0.230
O 1.3287 -0.8113 -0.3247 0.100
O -0.3791 0.6416 -0.1326 0.030
C 0.6933 0.3216 -0.5380 -0.391
H 0.9187 -1.6277 -0.0313 0.127
H -1.7199 0.4518 1.2497 -0.242
H 1.3218 0.8029 -1.2958 0.146
```

Density functional theory data (ωB97M-V with the def2-TZVPD basis set) for a cluster of 2 separate species, CH3BrO2P in total.

The HOMO energy (spin up / spin down) is 0.022 / -0.192 Ha. The energy comes out at -84510.769 eV. The calculation puts the largest force on an atom at 4.98 eV/Å. Its spin multiplicity is 3. The energy above the lowest of the compared OMol25 structures with the same formula, charge and spin comes out at 23.8 kcal/mol. The value obtained for the LUMO energy (spin up / spin down) is 3.234 / -0.571 eV. The calculation puts the HOMO-LUMO gap (spin up / spin down) at 2.6 / 4.6 eV. The net charge is -1.

Geometry as XYZ:
```
8
Properties=species:S:1:pos:R:3:lowdin_charge:R:1
Br -2.6985 1.0244 -1.3952 0.073
P 1.3291 0.1154 -0.1025 0.318
O 1.4573 1.5420 -0.2429 -0.474
O 2.4174 -0.8091 -0.4135 -0.485
C -0.3822 -0.4561 0.4728 -0.314
H -0.3023 -1.1883 1.2352 -0.012
H -0.9332 -0.6917 -0.3875 -0.098
H -0.8876 0.4633 0.8337 -0.007
```

Density functional theory data (ωB97M-V with the def2-TZVPD basis set) for a cluster of 2 separate species, CH3Cl2FSi in total.

The HOMO energy is -0.336 Ha. The energy comes out at -36726.670 eV. The calculation puts the largest force on an atom at 4.31 eV/Å. Its spin multiplicity is 1. The energy above the lowest of the compared OMol25 structures with the same formula, charge and spin comes out at 97.8 kcal/mol. The value obtained for the LUMO energy is -2.258 eV. The calculation puts the HOMO-LUMO gap at 6.9 eV.

Geometry as XYZ:
```
8
Properties=species:S:1:pos:R:3:lowdin_charge:R:1
Cl 2.2279 0.5023 -1.0594 0.508
Cl 0.6194 1.2291 2.6028 -0.415
Si 0.3611 0.7047 -0.6784 0.221
F -0.4532 1.5212 -1.8171 -0.161
C -0.5824 -0.8210 0.0059 -0.224
H -1.6203 -0.7498 -0.2330 0.009
H -0.5501 -0.6269 1.2182 0.024
H -0.0025 -1.7596 -0.0390 0.039
```